Molecular formula: C33H40CsN9O4S2Si
Method: DFT, wB97M-V/def2-TZVPD

Summary:
total charge	-2
HOMO	-2.16	eV
orbital gap	5.926	eV
E_LUMO	3.77	eV
electronic energy	-86570.1547	eV

Last column: Löwdin charge in e.
Positions of all 90 atoms, in Å:
Cs 9.723 14.762 13.984  0.8219
C 9.251 22.755 14.022  -0.0892
C 9.126 21.358 14.582  -0.2970
C 9.562 20.979 15.881  -0.0643
C 9.442 19.692 16.319  -0.0401
C 8.890 18.655 15.493  -0.2597
N 8.779 17.388 15.929  0.0541
C 8.591 17.171 17.260  -0.2762
C 7.532 17.765 17.971  -0.0222
C 7.126 17.233 19.156  -0.0587
C 7.799 16.167 19.801  -0.2958
C 7.248 15.479 20.995  -0.0812
C 8.920 15.711 19.151  -0.0042
C 9.363 16.224 17.961  -0.1452
N 10.557 15.681 17.430  -0.1139
C 11.573 16.388 16.935  -0.1051
C 12.483 15.520 16.436  -0.0950
C 11.939 14.242 16.633  -0.2031
N 10.752 14.356 17.218  0.0558
C 8.420 19.054 14.219  -0.1615
C 8.519 20.370 13.794  0.0056
N 7.679 18.105 13.480  -0.1428
C 8.138 17.334 12.444  -0.1300
C 7.082 16.489 12.110  -0.1057
C 6.016 16.852 12.954  -0.1423
N 6.421 17.858 13.756  0.0761
H 10.018 23.325 14.597  0.0749
H 8.311 23.293 14.042  0.0576
H 9.534 22.684 12.965  0.0669
H 10.033 21.702 16.552  0.1010
H 9.805 19.400 17.232  0.0735
H 6.990 18.509 17.419  0.1144
H 6.191 17.480 19.641  0.0950
H 6.969 14.438 20.876  0.0722
H 6.340 15.925 21.373  0.0579
H 7.924 15.579 21.843  0.0706
H 9.437 14.947 19.662  0.1072
H 11.528 17.464 16.931  0.1226
H 13.379 15.770 15.889  0.0950
H 12.384 13.275 16.341  0.0976
H 8.026 20.619 12.860  0.1192
H 9.164 17.313 12.060  0.1192
H 7.174 15.686 11.407  0.0846
H 5.002 16.506 13.065  0.0857
C 12.073 9.402 12.831  -0.0126
C 10.679 9.790 13.031  -0.3186
N 9.762 9.119 13.739  0.0985
N 8.656 9.919 13.608  -0.0251
C 8.803 10.955 12.778  -0.8375
S 7.574 12.028 12.285  0.4878
N 10.121 10.934 12.530  -0.0808
N 10.789 11.762 11.606  0.1542
H 12.360 8.428 13.230  0.0836
H 12.806 10.153 13.186  0.0533
H 12.132 9.275 11.744  0.0926
H 7.737 9.520 13.764  0.1354
H 11.660 12.034 12.027  0.0688
H 10.179 12.571 11.345  0.0114
C 10.318 15.907 8.190  -0.1937
Si 10.441 14.235 9.123  0.1727
C 9.347 12.955 8.202  -0.1764
C 12.218 13.718 8.714  -0.1940
O 9.902 14.247 10.597  -0.4859
H 10.545 15.845 7.145  -0.0032
H 11.008 16.540 8.682  -0.0146
H 9.308 16.365 8.315  0.0243
H 9.907 12.381 7.464  0.0011
H 8.496 13.403 7.734  -0.0046
H 9.038 12.280 8.976  -0.0095
H 12.258 13.396 7.657  0.0168
H 12.534 12.871 9.357  0.0165
H 12.932 14.516 8.942  0.0122
C 19.527 8.802 14.253  -0.0846
C 18.316 9.636 14.224  -0.3332
C 17.382 9.487 13.180  -0.0548
C 16.269 10.307 13.107  -0.0699
C 16.033 11.335 14.030  -0.2260
C 16.987 11.551 15.024  -0.0555
C 18.088 10.673 15.112  -0.0701
S 14.477 12.334 13.800  0.4156
O 14.128 12.046 12.429  -0.3735
O 13.416 11.830 14.662  -0.3701
O 14.774 13.745 14.047  -0.3567
H 20.313 9.330 13.632  0.0991
H 19.323 7.797 13.829  0.0800
H 19.900 8.699 15.275  0.0696
H 17.571 8.770 12.375  0.1070
H 15.548 10.327 12.245  0.1191
H 16.960 12.423 15.708  0.1201
H 18.888 10.894 15.871  0.1162

***

Molecular formula: C33H40FN6O10PSbScSe4
Method: DFT, wB97M-V/def2-TZVPD

Summary:
HOMO	-5.12	eV
orbital gap	2.964	eV
E_LUMO	-2.16	eV
electronic energy	-364921.5122	eV

Last column: Löwdin charge in e.
Positions of all 97 atoms, in Å:
Sc -0.178 -0.430 -2.097  0.6229
O -1.571 5.285 -0.747  0.0955
C -1.463 3.988 -1.078  -0.4613
O -1.030 3.158 -0.331  0.1054
C -1.834 3.725 -2.514  -0.1547
C -2.065 4.792 -3.378  0.0189
C -2.044 4.570 -4.737  -0.0443
C -1.683 3.319 -5.191  -0.0587
C -1.492 2.307 -4.260  -0.2156
N -1.639 2.477 -2.951  0.2012
C -0.889 0.990 -4.704  -0.5716
O -0.035 1.057 -5.675  0.0357
O -1.098 -0.080 -4.142  -0.0426
H -0.928 5.456 -0.044  0.1287
H -2.210 5.783 -2.973  0.1192
H -2.216 5.380 -5.434  0.1179
H -1.523 3.134 -6.245  0.1164
H 0.366 1.978 -5.761  -0.1218
C -4.068 -0.572 4.679  -0.0608
C -3.116 -1.637 4.142  -0.1844
N -2.387 -1.181 2.957  -0.0296
C -2.719 -1.676 1.738  0.0505
C -2.215 -1.226 0.563  -0.0058
C -2.490 -2.007 -0.711  -0.5535
O -3.416 -2.801 -0.720  0.0646
O -1.637 -1.780 -1.649  -0.1036
C -1.361 -0.082 0.563  -0.2615
O -0.974 0.500 -0.461  -0.0600
C -0.919 0.377 1.872  -0.0204
C 0.049 1.377 1.925  0.1044
C 0.586 1.731 3.126  -0.1861
F 1.560 2.659 3.163  0.0769
C 0.169 1.131 4.319  -0.1537
C -0.837 0.183 4.270  0.0527
C -1.394 -0.218 3.049  -0.1155
N 0.745 1.448 5.589  -0.0924
C 1.639 0.440 6.141  -0.1393
C 1.711 0.626 7.647  -0.0865
N 2.209 2.020 7.929  0.0645
C 1.320 3.056 7.289  -0.0815
C 1.283 2.786 5.795  -0.1493
H -4.557 -0.930 5.585  0.0795
H -4.833 -0.339 3.938  0.0864
H -3.532 0.349 4.912  0.0681
H -3.682 -2.520 3.859  0.1218
H -2.405 -1.940 4.911  0.1113
H -3.421 -2.501 1.721  0.1492
H 0.372 1.848 0.998  0.1240
H -1.166 -0.248 5.208  0.1158
H 2.654 0.517 5.716  0.1430
H 1.258 -0.553 5.920  0.1375
H 2.383 -0.092 8.113  0.1378
H 0.718 0.538 8.079  0.1395
H 3.141 2.113 7.524  0.1806
H 2.282 2.177 8.930  0.1808
H 1.716 4.045 7.509  0.1397
H 0.326 2.954 7.719  0.1404
H 2.295 2.907 5.384  0.1340
H 0.642 3.522 5.318  0.1488
Se 2.563 4.805 -1.900  -0.2673
Sb 2.658 3.013 -3.563  -0.2560
Se 1.380 0.985 -2.882  0.3780
Se 1.514 3.641 -5.654  0.0535
Se 4.931 2.210 -3.848  -0.2384
O -4.317 -5.296 -5.014  -0.0320
C -3.178 -6.055 -4.650  -0.2436
N -2.117 -5.116 -4.413  0.0991
C -0.894 -5.245 -4.998  -0.4319
O -0.567 -6.227 -5.645  0.0609
C 0.045 -4.095 -4.797  -0.0994
C 1.059 -3.894 -5.724  0.0149
C 1.910 -2.818 -5.557  -0.0135
C 1.719 -1.978 -4.469  -0.1245
N 0.766 -2.178 -3.556  0.0248
C -0.047 -3.227 -3.725  -0.0620
H -5.058 -5.893 -5.146  0.0853
H -2.849 -6.721 -5.444  0.1204
H -3.375 -6.641 -3.748  0.1256
H -2.393 -4.252 -3.970  0.1408
H 1.153 -4.576 -6.560  0.1246
H 2.708 -2.604 -6.255  0.1155
H 2.352 -1.111 -4.329  0.0706
H -0.798 -3.362 -2.959  0.1036
C 3.314 -1.468 1.053  -0.1824
P 2.744 -0.595 -0.435  0.5852
C 3.920 -1.129 -1.685  -0.1862
C 3.045 1.146 -0.063  -0.2054
O 1.312 -1.066 -0.656  -0.4581
H 4.338 -1.186 1.305  0.0523
H 3.271 -2.540 0.857  0.0537
H 2.646 -1.232 1.884  0.0371
H 4.918 -1.136 -1.240  0.0633
H 3.930 -0.442 -2.533  -0.0165
H 3.647 -2.134 -2.011  0.0601
H 3.368 1.250 0.978  0.0500
H 2.155 1.746 -0.227  0.0012
H 3.828 1.530 -0.723  0.0371

***

Molecular formula: C33H40FN6O10PSbScSe4
Method: DFT, wB97M-V/def2-TZVPD

Summary:
HOMO	-6.56	eV
orbital gap	5.999	eV
E_LUMO	-0.56	eV
electronic energy	-364925.9678	eV

Last column: Löwdin charge in e.
Positions of all 97 atoms, in Å:
Sc 2.302 -1.188 -0.705  0.7880
O 2.263 -3.349 -4.604  0.1622
C 1.789 -2.474 -3.726  -0.4181
O 2.232 -2.444 -2.589  0.0183
C 0.793 -1.520 -4.295  -0.2298
C 1.109 -0.833 -5.458  0.0092
C 0.314 0.248 -5.802  -0.0092
C -0.756 0.568 -4.983  0.0098
C -1.009 -0.230 -3.874  -0.2338
N -0.260 -1.269 -3.530  0.1773
C -2.112 0.115 -2.908  -0.4740
O -2.337 1.410 -2.699  0.0386
O -2.776 -0.721 -2.344  0.1028
H 2.939 -3.883 -4.155  0.1479
H 1.983 -1.098 -6.036  0.1250
H 0.552 0.859 -6.661  0.1224
H -1.360 1.442 -5.181  0.1190
H -1.595 2.015 -2.968  -0.0623
C -2.124 -3.524 5.259  -0.0581
C -1.214 -2.390 4.815  -0.1804
N -0.751 -2.544 3.433  -0.0178
C 0.548 -2.822 3.195  0.0457
C 1.102 -2.908 1.953  -0.0378
C 2.607 -2.969 1.851  -0.5979
O 3.224 -3.541 2.734  0.0672
O 3.115 -2.314 0.867  -0.1224
C 0.261 -2.764 0.822  -0.2846
O 0.683 -2.593 -0.350  -0.0601
C -1.158 -2.703 1.080  -0.0504
C -2.066 -2.722 0.009  0.1002
C -3.347 -2.336 0.219  -0.2116
F -4.270 -2.510 -0.738  0.0881
C -3.736 -1.688 1.419  -0.1451
C -2.911 -1.862 2.517  0.0437
C -1.625 -2.415 2.364  -0.1168
N -4.879 -0.870 1.404  -0.0553
C -5.145 -0.088 2.604  -0.1414
C -4.132 1.031 2.810  -0.0964
N -4.028 1.902 1.595  0.0767
C -3.845 1.101 0.335  -0.0763
C -4.929 0.040 0.241  -0.1104
H -2.433 -3.366 6.292  0.0817
H -1.597 -4.477 5.201  0.0866
H -3.018 -3.593 4.641  0.0697
H -0.322 -2.357 5.437  0.1222
H -1.699 -1.417 4.919  0.1175
H 1.186 -2.932 4.062  0.1503
H -1.739 -3.003 -0.983  0.1467
H -3.204 -1.476 3.480  0.0949
H -5.166 -0.726 3.488  0.1283
H -6.152 0.325 2.501  0.1307
H -3.128 0.645 2.965  0.1147
H -4.379 1.664 3.660  0.1406
H -3.211 2.527 1.735  0.1212
H -4.856 2.488 1.498  0.1833
H -2.856 0.644 0.389  0.1415
H -3.841 1.784 -0.510  0.1283
H -4.799 -0.495 -0.693  0.1129
H -5.923 0.495 0.226  0.1352
Se -0.538 4.089 -3.046  0.0226
Sb 1.742 3.369 -2.470  -0.1927
Se 1.390 0.878 -1.882  0.2295
Se 3.219 3.351 -4.372  -0.1490
Se 2.518 4.268 -0.338  -0.0198
O -2.275 4.138 -0.088  -0.0930
C -1.272 4.820 0.633  -0.2405
N -0.248 3.910 1.081  0.0872
C -0.488 3.035 2.029  -0.4613
O -1.553 2.966 2.660  0.0082
C 0.594 2.027 2.241  -0.1145
C 1.488 2.052 3.298  0.0114
C 2.501 1.116 3.319  -0.0296
C 2.605 0.200 2.290  -0.0955
N 1.741 0.151 1.265  0.0128
C 0.744 1.048 1.261  -0.1186
H -1.900 3.949 -0.960  -0.0541
H -1.751 5.283 1.493  0.1258
H -0.776 5.571 0.020  0.1190
H 0.660 3.918 0.599  -0.1038
H 1.409 2.809 4.067  0.1291
H 3.241 1.111 4.107  0.1126
H 3.413 -0.518 2.265  0.1173
H 0.085 1.029 0.402  0.0536
C 5.201 1.607 -1.702  -0.1848
P 5.045 -0.080 -2.254  0.6198
C 6.707 -0.752 -2.360  -0.1618
C 4.382 -0.130 -3.912  -0.1973
O 4.250 -0.935 -1.265  -0.4389
H 5.446 2.266 -2.536  0.0319
H 5.971 1.661 -0.931  0.0662
H 4.254 1.949 -1.280  -0.0253
H 7.306 -0.168 -3.060  0.0635
H 6.664 -1.789 -2.694  0.0577
H 7.168 -0.719 -1.373  0.0608
H 4.928 0.573 -4.542  0.0509
H 3.343 0.202 -3.886  -0.0172
H 4.471 -1.143 -4.310  0.0595

***

Molecular formula: C33H40N7O3
Method: DFT, wB97M-V/def2-TZVPD

Summary:
total charge	+1
HOMO	-10.54	eV
orbital gap	7.168	eV
SMILES	CN1CCN2CCN(C)c3c[n+]([C@H](/C=C/N4[C@H](Cc5ccccc5)C(=O)N(C)C4(C)C)c4cccc([N+](=O)[O-])c4)cc1c32
E_LUMO	-3.37	eV
electronic energy	-51433.5603	eV

Last column: Löwdin charge in e.
Positions of all 83 atoms, in Å:
C -0.883 5.110 3.484  -0.0415
N -0.144 3.957 3.954  -0.1364
C -0.296 3.726 5.374  -0.1356
C 0.702 2.745 5.937  -0.1213
N 0.911 1.644 5.039  -0.0538
C 1.495 0.495 5.679  -0.1179
C 1.880 -0.602 4.709  -0.1262
N 1.069 -0.614 3.518  -0.1383
C 1.153 -1.799 2.696  -0.0428
C 0.700 0.557 2.915  -0.1192
C 0.274 0.602 1.591  0.0448
N -0.229 1.743 1.022  -0.0122
C -1.049 1.625 -0.144  -0.1986
C -0.647 0.598 -1.188  -0.0384
C -0.530 -0.759 -1.100  -0.0692
N -0.329 -1.589 -2.178  -0.0069
C -0.020 -3.021 -2.028  -0.1742
C 1.373 -3.317 -1.473  -0.0849
C 1.635 -4.794 -1.244  -0.2332
C 2.824 -5.370 -1.708  -0.0400
C 3.063 -6.734 -1.532  -0.0733
C 2.119 -7.530 -0.870  -0.0826
C 0.935 -6.954 -0.392  -0.0737
C 0.702 -5.583 -0.562  -0.0468
C -0.174 -3.550 -3.452  -0.3674
O 0.045 -4.691 -3.855  0.0876
N -0.605 -2.508 -4.223  -0.0329
C -0.796 -2.666 -5.646  -0.0075
C -0.658 -1.211 -3.557  -0.4729
C 0.405 -0.272 -4.143  0.0121
C -2.066 -0.611 -3.729  0.0109
C -1.370 3.032 -0.763  -0.1320
C -2.129 3.969 -0.022  -0.0512
C -2.317 5.285 -0.461  -0.0406
C -1.997 5.634 -1.772  0.0278
C -1.492 4.614 -2.589  -0.1461
N -1.809 4.619 -3.974  -0.3115
O -2.416 5.606 -4.443  0.0799
O -1.530 3.604 -4.659  0.0554
C -1.008 3.396 -2.058  0.0659
C -0.094 2.916 1.737  0.0482
C 0.181 2.918 3.113  -0.1074
C 0.687 1.734 3.709  -0.0464
H -0.401 5.581 2.619  0.0957
H -1.928 4.869 3.220  0.1005
H -0.900 5.831 4.312  0.0961
H -0.185 4.696 5.869  0.1297
H -1.313 3.351 5.594  0.1424
H 1.663 3.231 6.173  0.1444
H 0.298 2.333 6.870  0.1364
H 2.395 0.828 6.215  0.1374
H 0.785 0.127 6.441  0.1402
H 2.952 -0.488 4.457  0.1403
H 1.740 -1.576 5.192  0.1325
H 0.203 -1.936 2.161  0.0900
H 1.971 -1.730 1.956  0.1073
H 1.316 -2.669 3.336  0.1003
H 0.349 -0.245 0.920  0.0807
H -2.053 1.258 0.189  0.1749
H -0.602 0.996 -2.195  0.0435
H -0.572 -1.323 -0.158  0.1206
H -0.794 -3.503 -1.405  0.1525
H 2.120 -2.925 -2.182  0.1289
H 1.506 -2.760 -0.529  0.1090
H 3.543 -4.736 -2.234  0.1138
H 3.987 -7.173 -1.910  0.1062
H 2.302 -8.596 -0.727  0.1039
H 0.184 -7.562 0.118  0.1049
H -0.218 -5.123 -0.186  0.1059
H -0.654 -3.718 -5.898  0.0980
H -1.804 -2.351 -5.940  0.0954
H -0.073 -2.061 -6.207  0.0939
H 1.394 -0.743 -4.046  0.1027
H 0.177 -0.087 -5.199  0.0893
H 0.425 0.689 -3.626  0.0627
H -2.819 -1.375 -3.493  0.1034
H -2.225 0.259 -3.086  0.0694
H -2.192 -0.290 -4.771  0.0925
H -2.512 3.686 0.967  0.1202
H -2.781 6.024 0.197  0.1190
H -2.198 6.613 -2.205  0.1315
H -0.410 2.787 -2.742  0.1172
H -0.241 3.858 1.220  0.1169